(1)
2 unconnected molecules or ions with the total composition CH4N2O2S at a distorted geometry. Source: the OMol25 dataset; level of theory: ωB97M-V/def2-TZVPD.

Cartesian coordinates (Å):
S -0.12 1.60 -0.07
O -1.60 1.83 -0.14
C 0.44 -0.14 -0.31
H 0.54 -0.23 -1.41
N -4.11 -0.48 0.05
H 1.59 -0.16 -0.03
N -3.40 -1.29 -0.17
O -4.82 0.43 0.20
H -0.11 -0.94 0.15
H 0.28 1.59 1.39

Computed properties:
**Relative energy (zero: lowest compared OMol25 entry of this formula, charge and spin)**: 3.2648 eV
**DFT total energy**: -19008.6591 eV

Atomic partial charges in e from the Mulliken method, atoms 1 to 5:
1. S 0.29
2. O -0.53
3. C -0.80
4. H 0.28
5. N 0.83

(2)
A single C4H5NO3 molecule at a distorted geometry. Source: the OMol25 dataset; level of theory: ωB97M-V/def2-TZVPD.

Cartesian coordinates (Å):
H -1.03 -1.32 -2.28
H -0.21 2.03 -0.24
C 0.65 0.46 0.29
H 2.57 0.73 0.37
O -1.65 -0.88 -0.20
H -2.16 -1.71 -0.11
O 1.92 0.00 0.64
C -0.80 -0.91 -1.29
C 1.37 -0.22 -2.12
C 0.35 -0.23 -1.11
H -0.11 -0.06 0.96
O 0.67 1.85 0.16
N 2.01 -0.58 -2.98

Computed properties:
**Relative energy (zero: lowest compared OMol25 entry of this formula, charge and spin)**: 2.4038 eV
**DFT total energy**: -11859.5973 eV
**Structure (SMILES)**: N#C/C(=C/O)C(O)O

Atomic partial charges in e from the Mulliken method, atoms 1 to 5:
1. H 0.42
2. H 0.37
3. C 0.05
4. H 0.36
5. O -0.49

(3)
A molecular structure, C28H32IrN3OS2 at a distorted geometry. Source: the OMol25 dataset; level of theory: ωB97M-V/def2-TZVPD.

Cartesian coordinates (Å):
H 0.35 0.92 6.85
H -3.81 -2.90 -0.73
Ir -0.75 1.09 0.57
C -1.50 -3.04 -2.15
H -0.48 3.75 -1.99
C 1.65 0.02 -0.24
C -3.96 -2.70 -1.79
C 0.64 4.08 1.27
C -0.52 4.07 -0.95
H 2.00 4.28 -1.89
C 2.32 -2.39 -0.12
H 1.73 5.50 -0.66
H -4.89 -3.15 -2.13
C 1.92 4.44 -0.82
C -2.03 -0.89 2.44
N -2.93 -0.76 0.36
H 2.84 -2.59 0.82
H -4.01 -3.46 -4.37
H -0.63 5.15 -0.91
H -2.58 -1.53 4.96
C -0.64 -3.70 -4.29
H 5.82 1.69 -1.75
N 0.82 2.21 -0.21
H 1.26 -2.59 0.03
C -1.78 -0.81 4.87
H 2.71 -3.08 -0.86
H -1.46 -0.77 6.97
C -1.45 -0.32 3.59
S -4.22 -0.88 -1.96
C -2.61 -2.27 2.50
H 0.20 -3.93 -4.92
C 2.55 -0.97 -0.54
H 4.46 -1.36 -1.44
C 0.18 1.15 4.74
C -1.93 -3.74 -4.79
C -0.43 -3.35 -2.96
S -2.03 1.08 -1.38
C 5.17 1.08 -2.37
C -1.16 -0.37 6.02
C -2.80 -3.08 -2.65
H -2.10 -4.02 -5.82
H 3.16 2.67 -1.74
O -0.16 1.39 2.47
H -2.16 -2.85 3.31
H 4.92 1.67 -3.25
C 3.72 -0.61 -1.21
H 0.94 1.90 4.65
H 2.86 4.20 -0.33
N -2.09 -0.26 1.21
C 1.81 1.39 -0.60
H 0.76 -0.28 0.34
C -3.03 -0.27 -0.85
H 0.59 5.16 1.33
C -0.15 0.59 5.96
H 1.52 3.74 1.83
H -1.40 3.62 -0.48
H -0.25 3.65 1.73
C 3.93 0.71 -1.62
H 5.71 0.19 -2.68
H 0.57 -3.33 -2.56
H -1.34 -2.77 -1.11
C 0.76 3.65 -0.21
H -2.43 -2.79 1.56
C 2.98 1.68 -1.34
C -0.48 0.76 3.55
C -3.00 -3.43 -3.98
H -3.69 -2.22 2.66

Computed properties:
**Net charge**: +1
**Relative energy (zero: lowest compared OMol25 entry of this formula, charge and spin)**: 1.9410 eV
**2S+1**: 2
**DFT total energy**: -60574.2256 eV

Atomic partial charges in e from the Mulliken method, atoms 1 to 5:
1. H 0.42
2. H 0.26
3. Ir 1.18
4. C 0.27
5. H 0.43

(4)
5 unconnected molecules or ions with the total composition C37H39BrI2O11 at a distorted geometry. Source: the OMol25 dataset; level of theory: ωB97M-V/def2-TZVPD.

Cartesian coordinates (Å):
O 9.87 4.40 0.48
H -0.89 4.15 -0.02
H -2.78 0.02 4.19
O 4.71 -6.99 1.08
Br -3.46 2.38 3.69
C 2.51 -0.35 1.50
H -8.54 1.71 0.39
O -0.22 0.36 1.13
H 1.84 0.58 -0.93
C 0.72 1.42 0.82
H -1.62 2.55 0.21
C 5.21 -3.91 -0.60
C -9.45 0.06 -0.58
H 1.69 -1.06 3.35
C -2.42 0.24 2.07
C 1.06 1.30 -0.71
O -3.66 -1.01 -2.43
H 10.29 6.30 -1.23
H 1.89 -0.99 0.87
H -1.67 -4.86 -1.34
O -7.47 0.39 2.34
H 3.24 -1.84 2.87
O 3.58 -2.65 -1.74
C 4.45 -6.00 0.44
C 2.79 -4.65 -0.77
H 0.69 3.39 -1.25
H -1.92 -2.40 -1.08
C 6.95 5.82 -2.00
H -4.85 -4.87 -4.33
H 3.25 -0.20 3.45
C 2.66 -0.92 2.90
C 1.47 2.40 -2.95
H -5.31 0.19 3.87
H 6.49 -5.20 0.48
C -2.53 -2.97 -1.77
I 3.35 3.38 -0.87
H 2.33 -6.49 0.19
C -4.62 -0.10 3.09
H 0.53 2.64 -3.42
H 2.21 3.06 -3.38
H 0.26 2.91 2.32
H 5.67 4.33 -1.02
C -8.37 -1.61 1.48
C 3.08 -5.74 -0.06
H -4.59 -1.18 3.01
O -10.35 -1.93 -1.45
H -2.52 -0.79 1.75
H 5.96 -3.17 -0.85
H 2.83 1.75 1.31
C 6.68 4.72 -1.03
C -2.40 -4.29 -1.91
H 1.06 3.52 0.95
C 0.30 2.81 1.25
O 6.09 6.24 -2.74
H 8.51 7.17 -2.74
H -1.63 3.71 1.49
C -9.09 -2.19 0.53
C -8.73 0.65 0.37
H 1.85 1.30 2.65
C 2.02 1.10 1.61
H -5.10 -2.41 -4.07
I -0.75 0.48 -1.71
C 8.33 6.37 -2.03
C 1.41 2.61 -1.41
C -4.38 -2.98 -3.51
C -3.24 -5.05 -2.86
O 3.84 -0.39 0.93
C -9.69 -1.40 -0.58
C -0.93 0.45 2.28
C -4.24 -4.29 -3.65
H 1.80 -4.45 -1.15
H 1.81 1.39 -3.16
C -3.22 0.46 3.32
C 9.00 4.82 -0.26
H -7.92 -2.17 2.29
O -3.11 -6.25 -2.98
H -5.00 0.28 2.15
C -3.53 -2.21 -2.55
H 3.84 -0.86 0.09
H -9.89 0.62 -1.39
C 7.63 4.26 -0.23
C -1.04 3.33 0.67
C 5.50 -5.00 0.11
C 9.28 5.91 -1.22
O -0.48 0.60 3.35
H -9.27 -3.26 0.51
C 3.84 -3.65 -1.10
C -8.13 -0.14 1.48
H 7.45 3.46 0.49
H -2.75 0.89 1.26

Computed properties:
**DFT total energy**: -147763.0443 eV
**Structure (SMILES)**: CC[C@@](C[C@H](C)O)(OC(=O)C[C@H](C)Br)[C@@H](I)[C@H](C)I.O=C1C=CC(=O)C=C1.O=C1C=CC(=O)C=C1.O=C1C=CC(=O)C=C1.O=C1C=CC(=O)C=C1

Atomic partial charges in e from the Mulliken method, atoms 1 to 5:
1. O -0.54
2. H 0.42
3. H 0.48
4. O -0.54
5. Br -0.17

(5)
5 unconnected molecules or ions with the total composition C6H23NO5 at a distorted geometry. Source: the OMol25 dataset; level of theory: ωB97M-V/def2-TZVPD.

Cartesian coordinates (Å):
H 0.78 1.68 1.37
H -3.22 1.46 0.41
H 1.63 0.36 2.20
H 0.56 -0.46 -2.68
H -1.86 -1.87 -0.31
H 0.54 -1.50 2.25
H 2.56 -0.29 -3.52
H -2.79 -0.01 0.22
C -0.52 -1.38 1.75
C 0.99 -0.15 0.21
H -0.22 -2.21 -0.96
H -2.47 -0.49 2.25
O -0.31 -0.75 -2.90
C 1.48 0.83 1.29
O -3.57 0.58 0.19
O 3.80 1.76 -0.84
H -1.61 -1.23 3.65
O 2.33 -0.24 -2.56
O -1.50 2.22 0.68
C -0.93 -1.41 -0.66
H -1.02 2.57 -0.11
H 2.47 1.21 0.95
H -1.25 0.53 -1.64
H -2.18 -0.78 -2.35
H 1.01 0.33 -0.80
H 2.69 -1.04 -2.17
C -1.22 -0.50 -1.88
C -1.45 -0.63 2.70
H 1.69 -1.02 0.15
H -1.13 1.32 0.78
H -0.94 -2.47 1.62
H -1.08 0.36 2.98
H 3.94 2.59 -1.36
H 3.20 1.23 -1.37
N -0.41 -0.61 0.47

Computed properties:
**Relative energy (zero: lowest compared OMol25 entry of this formula, charge and spin)**: 1.3751 eV
**DFT total energy**: -18321.8534 eV
**Structure (SMILES)**: CCN(CC)CCO.O.O.O.O

Atomic partial charges in e from the Mulliken method, atoms 1 to 5:
1. H 0.25
2. H 0.45
3. H 0.37
4. H 0.34
5. H 0.62